1.
{"formula": "C21H22N2O4S", "method": "ωB97M-V with the def2-TZVPD basis set", "species": ["C", "C", "O", "C", "C", "C", "C", "N", "C", "N", "C", "O", "C", "C", "C", "C", "O", "C", "C", "C", "C", "C", "O", "C", "C", "S", "C", "C", "H", "H", "H", "H", "H", "H", "H", "H", "H", "H", "H", "H", "H", "H", "H", "H", "H", "H", "H", "H", "H", "H"], "coordinates": [[-6.979, -2.322, -1.245], [-7.025, -1.970, 0.240], [-5.770, -2.118, 0.875], [-4.805, -1.178, 0.705], [-3.580, -1.471, 1.328], [-2.512, -0.608, 1.265], [-2.647, 0.587, 0.565], [-1.685, 1.544, 0.413], [-2.091, 2.531, -0.283], [-1.395, 3.652, -0.616], [-0.113, 4.036, -0.234], [0.198, 5.199, -0.347], [0.790, 2.976, 0.256], [0.957, 1.781, -0.434], [1.851, 0.827, 0.012], [2.587, 1.046, 1.175], [3.460, 0.172, 1.735], [3.772, -1.029, 1.071], [4.692, -0.829, -0.139], [4.651, -1.994, -1.153], [6.115, -2.148, -1.594], [6.834, -1.028, -0.824], [6.033, -0.758, 0.301], [2.429, 2.256, 1.858], [1.555, 3.212, 1.396], [-3.783, 2.415, -0.863], [-3.878, 0.874, -0.058], [-4.957, 0.011, 0.001], [-6.619, -3.340, -1.369], [-6.312, -1.654, -1.784], [-7.976, -2.245, -1.670], [-7.677, -2.673, 0.766], [-7.418, -0.957, 0.390], [-3.507, -2.403, 1.865], [-1.575, -0.835, 1.746], [-1.938, 4.403, -1.029], [0.403, 1.600, -1.342], [1.962, -0.085, -0.554], [4.308, -1.628, 1.811], [2.859, -1.558, 0.771], [4.430, 0.115, -0.645], [3.989, -1.765, -1.986], [4.294, -2.901, -0.666], [6.506, -3.121, -1.302], [6.240, -2.033, -2.669], [6.919, -0.127, -1.451], [7.825, -1.308, -0.466], [3.014, 2.416, 2.749], [1.444, 4.150, 1.918], [-5.878, 0.281, -0.489]], "nbo_charge": [-0.638, -0.063, -0.491, 0.297, -0.255, -0.176, 0.082, -0.474, 0.299, -0.637, 0.689, -0.566, -0.195, -0.127, -0.281, 0.318, -0.480, -0.078, 0.061, -0.431, -0.433, -0.067, -0.518, -0.266, -0.131, 0.307, -0.203, -0.280, 0.216, 0.211, 0.215, 0.195, 0.169, 0.226, 0.227, 0.419, 0.215, 0.209, 0.216, 0.176, 0.176, 0.215, 0.207, 0.209, 0.213, 0.159, 0.195, 0.228, 0.226, 0.216], "e_lumo_ev": 0.55, "total_energy_ev": -44139.519, "de_lowest_kcal_mol": 39.9, "max_force_ev_per_a": 1.30}



2.
{"formula": "C31H52CsN2OPS3Se4", "method": "ωB97M-V with the def2-TZVPD basis set", "species": ["Cs", "C", "C", "S", "C", "C", "S", "C", "C", "S", "H", "H", "H", "H", "H", "H", "H", "H", "H", "H", "H", "H", "Se", "Se", "Se", "Se", "C", "C", "C", "C", "C", "C", "H", "H", "H", "H", "H", "C", "C", "C", "P", "C", "C", "C", "C", "C", "C", "H", "H", "H", "H", "H", "H", "H", "H", "H", "H", "H", "H", "H", "H", "H", "H", "H", "H", "H", "H", "H", "C", "C", "N", "C", "C", "C", "O", "C", "C", "C", "C", "N", "C", "H", "H", "H", "H", "H", "H", "H", "H", "H", "H", "H", "H", "H", "H"], "coordinates": [[0.991, 0.999, -0.376], [2.142, 2.543, -4.393], [1.957, 1.152, -5.005], [1.161, -0.007, -3.865], [2.275, -1.434, -3.868], [3.747, -1.162, -3.568], [4.022, -0.450, -1.930], [5.150, 0.915, -2.279], [4.644, 1.998, -3.240], [3.005, 2.640, -2.809], [1.164, 2.975, -4.167], [2.628, 3.199, -5.118], [2.915, 0.734, -5.312], [1.339, 1.235, -5.902], [2.184, -1.960, -4.821], [1.845, -2.070, -3.089], [4.189, -0.499, -4.312], [4.281, -2.113, -3.629], [6.104, 0.522, -2.640], [5.328, 1.344, -1.284], [4.599, 1.633, -4.269], [5.351, 2.830, -3.212], [5.298, 2.080, 1.196], [4.363, 4.016, 0.241], [3.084, 4.969, 1.998], [0.938, 5.321, 1.141], [-1.484, -4.499, -0.669], [-1.050, -3.843, 0.482], [-0.459, -2.581, 0.387], [-0.238, -1.876, -0.823], [-0.703, -2.601, -1.948], [-1.307, -3.864, -1.895], [-1.944, -5.480, -0.612], [-1.182, -4.316, 1.452], [-0.147, -2.122, 1.327], [-0.604, -2.161, -2.945], [-1.637, -4.354, -2.809], [0.586, -0.700, 5.644], [0.292, -0.923, 4.161], [-1.207, -0.708, 3.904], [1.262, 0.025, 2.887], [1.722, 1.700, 3.531], [2.734, 1.836, 4.664], [0.465, 2.536, 3.792], [2.905, -0.848, 2.793], [3.445, -1.497, 4.065], [2.863, -1.889, 1.664], [-0.018, -1.386, 6.250], [0.318, 0.317, 5.940], [1.630, -0.860, 5.901], [0.515, -1.967, 3.907], [-1.498, 0.314, 4.164], [-1.807, -1.393, 4.514], [-1.463, -0.870, 2.855], [2.208, 2.136, 2.645], [2.388, 1.376, 5.593], [2.905, 2.901, 4.853], [3.701, 1.409, 4.391], [0.023, 2.293, 4.767], [-0.298, 2.380, 3.025], [0.715, 3.599, 3.773], [3.597, -0.055, 2.483], [2.800, -2.318, 4.392], [3.549, -0.792, 4.890], [4.436, -1.921, 3.866], [2.231, -2.744, 1.928], [3.872, -2.260, 1.457], [2.475, -1.467, 0.735], [-4.002, -1.674, 0.066], [-4.017, -1.472, -1.439], [-5.093, -0.570, -1.913], [-6.306, -1.219, -2.410], [-6.537, -0.977, -3.894], [-5.208, 0.758, -1.668], [-6.259, 1.344, -1.918], [-4.069, 1.583, -1.079], [-4.439, 2.792, -0.500], [-3.479, 3.631, 0.037], [-2.146, 3.244, -0.026], [-1.781, 2.098, -0.593], [-2.713, 1.292, -1.107], [-3.176, -2.335, 0.337], [-4.944, -2.117, 0.406], [-3.859, -0.725, 0.588], [-4.183, -2.425, -1.936], [-3.046, -1.154, -1.788], [-7.163, -0.860, -1.842], [-6.194, -2.285, -2.221], [-6.724, 0.081, -4.078], [-7.402, -1.551, -4.239], [-5.664, -1.285, -4.474], [-5.488, 3.052, -0.487], [-3.748, 4.574, 0.494], [-1.343, 3.863, 0.377], [-2.311, 0.396, -1.559]], "lowdin_charge": [0.646, -0.554, -0.537, 0.798, -0.535, -0.536, 0.807, -0.562, -0.512, 0.745, 0.069, 0.071, 0.053, 0.063, 0.072, 0.053, 0.052, 0.068, 0.075, -0.067, 0.055, 0.073, -0.235, -0.264, -0.263, -0.320, -0.158, -0.155, -0.212, -0.220, -0.232, -0.154, 0.076, 0.083, 0.031, 0.041, 0.078, -0.125, -0.554, -0.141, 0.985, -0.574, -0.116, -0.147, -0.552, -0.127, -0.141, 0.069, 0.062, 0.046, 0.094, 0.065, 0.069, 0.050, 0.045, 0.055, 0.071, 0.058, 0.061, 0.057, 0.032, 0.040, 0.067, 0.049, 0.074, 0.069, 0.075, 0.013, -0.044, -0.195, -0.039, -0.222, -0.082, -0.397, 0.021, -0.097, -0.017, -0.041, -0.133, -0.031, -0.092, 0.056, 0.076, 0.075, 0.111, 0.073, 0.114, 0.110, 0.066, 0.066, 0.075, 0.112, 0.103, 0.019, 0.093], "e_lumo_ev": 3.34, "total_energy_ev": -341748.458, "de_lowest_kcal_mol": 0.0, "max_force_ev_per_a": 0.69, "charge": -2}



3.
{"formula": "C3H2N2O2S", "method": "ωB97M-V with the def2-TZVPD basis set", "species": ["O", "S", "O", "C", "N", "C", "C", "N", "H", "H"], "coordinates": [[-2.371, 0.579, -1.087], [-1.895, 0.150, 0.190], [-2.734, 0.407, 1.334], [-0.412, -0.741, 0.232], [0.619, -1.527, 0.012], [1.672, -0.661, -0.136], [1.312, 0.665, -0.168], [-0.224, 0.585, 0.191], [2.522, -1.163, -0.334], [1.510, 1.704, -0.233]], "nbo_charge": [-0.847, 2.237, -0.812, 0.110, -0.446, -0.049, -0.091, -0.585, 0.231, 0.252], "e_lumo_ev": -0.06, "total_energy_ev": -21048.643, "de_lowest_kcal_mol": 140.4, "max_force_ev_per_a": 4.11}



| no. | frontier orbital gap (eV) |
| --- | --- |
| 1 | 8.496 |
| 2 | 3.940 |
| 3 | 10.259 |